No. 1
Molecular formula: C5H9O
Method: DFT, ωB97M-V/def2-TZVPD

Structure (XYZ):
```
15
Properties=species:S:1:pos:R:3:lowdin_charge:R:1
C -0.138 1.529 -0.508 -0.176
C 0.041 0.209 0.192 -0.266
C -1.275 -0.555 0.413 -0.068
C 1.214 -0.416 0.469 -0.151
C 1.253 -1.712 0.949 0.052
H 0.711 2.190 -0.229 0.115
H -1.135 1.958 -0.204 0.123
H -1.114 -1.669 0.475 0.063
H -1.832 -0.223 1.334 0.094
H -1.971 -0.369 -0.469 0.098
H 2.097 0.107 0.189 0.101
H 2.175 -2.239 1.074 0.049
H 0.368 -2.212 1.227 0.024
O -0.228 1.508 -2.009 -0.146
H -0.167 1.895 -2.901 0.087
```

Summary:
LUMO energy (alpha / beta), eV: 0.956 / -0.444
Kohn-Sham gap (alpha / beta), eV: 8.660 / 9.582
Total charge: 0
Multiplicity: 2
E_HOMO (alpha / beta), eV: -7.7038 / -10.0269

No. 2
Molecular formula: C5H9O
Method: DFT, ωB97M-V/def2-TZVPD

Structure (XYZ):
```
15
Properties=species:S:1:pos:R:3:lowdin_charge:R:1
C 1.035 0.607 -0.571 -0.075
C 1.171 -0.616 0.435 0.014
C -0.898 0.571 0.852 0.025
C -0.952 -0.952 -0.534 0.085
C -0.485 0.711 -0.595 -0.115
O -0.283 -0.862 0.805 -0.098
H 1.254 1.534 -0.095 0.113
H 1.590 0.582 -1.489 0.130
H 1.371 -1.490 -0.066 0.106
H 1.899 -0.439 1.187 0.138
H -0.357 1.031 1.637 0.140
H -1.920 0.475 1.069 0.126
H -2.070 -1.018 -0.250 0.174
H -0.542 -1.626 -1.162 0.097
H -0.813 1.493 -1.225 0.140
```

Summary:
LUMO energy, eV: -3.257
Kohn-Sham gap, eV: 12.900
Total charge: +1
E_HOMO, eV: -16.1568

No. 3
Molecular formula: C5H9O
Method: DFT, ωB97M-V/def2-TZVPD

Structure (XYZ):
```
15
Properties=species:S:1:pos:R:3:lowdin_charge:R:1
C 0.609 1.273 0.046 -0.065
C -0.408 0.728 1.125 -0.071
C 0.585 0.333 -1.199 -0.013
C 0.346 -1.669 0.110 0.081
C -0.562 -0.602 0.629 -0.090
O -0.329 -0.729 -0.757 -0.061
H 0.350 2.265 -0.234 0.119
H 1.557 1.235 0.497 0.107
H -0.158 0.908 2.183 0.156
H -1.384 1.166 0.917 0.135
H 0.034 0.925 -1.882 0.130
H 1.374 -0.138 -1.728 0.144
H 1.387 -1.635 -0.026 0.126
H -0.069 -2.736 -0.062 0.181
H -3.332 -1.323 0.381 0.121
```

Summary:
LUMO energy (alpha / beta), eV: -3.456 / -5.569
Kohn-Sham gap (alpha / beta), eV: 11.009 / 9.072
Total charge: +1
E_HOMO (alpha / beta), eV: -14.4656 / -14.6407